[1]
85
Properties=species:S:1:pos:R:3:lowdin_charge:R:1 method="wB97M-V/def2-TZVPD" orbital_gap_ev=7.582 e_above_lowest_kj_mol=0.0 charge=+1 total_energy_ev=-191263.3291 e_lumo_ev=-3.6
O -0.77683 1.11144 0.62510 -0.512
S -3.17593 -0.20757 1.84325 0.873
C -1.06691 0.23347 3.64018 -0.468
C 1.65447 3.68211 -3.31840 -0.057
Cl -1.03756 -2.12814 -6.00477 0.725
C -3.39224 -1.42536 -4.89490 -0.702
C -3.62604 -0.86152 -2.56105 -0.570
H -0.14013 0.93750 -2.49050 0.070
H 3.51936 2.40387 -0.79873 0.118
C -2.26168 -1.06539 -2.35181 -0.373
C -3.47985 -2.93767 2.40960 -0.483
C -0.81354 -3.63724 2.59317 -0.477
S 0.03726 -0.90624 2.77487 0.943
C -0.36295 -2.51699 3.52788 -0.418
H -1.11623 -2.30999 4.28778 0.076
O 0.30440 -2.36700 0.05629 -0.569
C 2.66658 -2.48395 -0.97739 -0.295
H 2.58139 2.96572 3.46085 0.110
C 2.93839 2.12718 2.87673 -0.061
H 4.66716 1.80008 4.10514 0.111
C 4.11119 1.47459 3.23585 -0.062
H -2.06915 2.20362 -1.96893 0.024
C 4.23910 -3.02383 -2.70038 -0.038
S 1.63998 -3.05001 0.34147 0.503
H 3.30715 -4.47245 -1.39951 0.122
H -4.69255 -1.78674 1.04894 0.035
C 4.32024 -1.68269 -3.03337 -0.042
H -2.92658 3.59573 -1.30962 0.051
H -2.83001 -0.93058 4.09310 0.070
C 2.73344 -1.12424 -1.29871 -0.353
C 2.71484 2.49096 -1.51855 -0.091
H -0.17464 2.83742 -4.05986 0.116
H -3.08661 0.80076 4.01633 0.091
C 2.69307 3.55711 -2.40462 -0.060
Cl 0.19812 -1.76542 -3.17352 0.846
H 3.62587 0.29868 -2.63582 0.106
C 4.57313 0.41144 2.47570 -0.051
H 0.54418 -2.83646 4.03950 0.095
Si -1.44973 2.64912 0.40052 0.354
H 4.96342 -1.36082 -3.84140 0.116
H 1.31924 2.22213 1.48170 0.070
C 2.68921 0.63850 0.99888 -0.356
C 3.86654 -0.00839 1.35770 -0.069
Cl -4.07880 -1.62547 -6.45109 0.720
H 0.02466 -4.06387 2.05118 0.043
C -2.03140 -1.64794 -4.69427 -0.689
H 0.61829 3.74058 -0.54988 0.009
C 0.63677 2.73895 -3.35044 -0.055
H -1.22136 -4.44522 3.20316 0.100
H -4.15524 -3.78884 2.32302 0.091
C -2.56190 -0.03018 3.54302 -0.452
Ti -0.67084 -0.66568 0.30613 0.769
O 2.16565 -2.52503 1.57810 -0.300
C 2.22756 1.70929 1.76483 -0.106
H 1.63729 4.51861 -4.00444 0.113
C -4.22253 -1.66846 2.02367 -0.502
H -1.80304 3.15609 2.82259 0.036
C 3.40361 -3.42983 -1.66862 -0.030
H -3.14368 -2.89927 3.44498 0.068
C 1.69460 1.54074 -1.54826 -0.368
C 3.56782 -0.74058 -2.34333 -0.061
C -4.19064 -1.03776 -3.82060 -0.692
C -0.13619 3.95719 0.20354 -0.139
C -1.47454 -1.47833 -3.43014 -0.573
Cl -4.61399 -0.39166 -1.23507 0.787
H 3.48473 4.29396 -2.37800 0.114
H 4.81590 -3.75832 -3.24565 0.118
C -2.57035 2.58860 -1.07946 -0.135
P 1.71146 0.11584 -0.43634 1.121
H 4.23166 -0.84537 0.77946 0.108
H -0.76379 0.25238 4.68825 0.100
O 1.48650 -4.46624 0.22297 -0.251
H 0.36761 4.16805 1.14982 0.039
H -0.81031 1.19997 3.20913 0.050
C -2.41940 3.13932 1.92056 -0.161
Cl -5.86697 -0.76860 -4.04991 0.725
O -1.71079 -0.85186 -1.15199 -0.260
H -2.75967 4.16700 1.76124 0.050
H -3.44157 1.96420 -0.88120 -0.006
H -5.01254 -1.44998 2.74303 0.096
S -2.04203 -3.20848 1.34474 0.936
C 0.65743 1.67027 -2.46755 -0.108
H 5.48736 -0.09716 2.75064 0.114
H -0.64130 4.87997 -0.09662 0.052
H -3.30460 2.53040 2.10010 0.007



[2]
130
Properties=species:S:1:pos:R:3:lowdin_charge:R:1 method="wB97M-V/def2-TZVPD" orbital_gap_ev=5.046 charge=+1 total_energy_ev=-197834.4353 e_lumo_ev=-4.1
C -3.88938 3.13303 2.41604 -0.246
C 4.63281 -3.99094 -1.72830 -0.411
F 5.79748 1.20644 -4.03117 0.163
S 6.12156 -4.74377 -4.64067 0.340
H 2.84601 1.59551 -0.41561 0.112
H -2.24944 4.46861 1.98039 0.074
C 6.02915 -1.52234 -0.54097 -0.211
F 3.70086 1.13604 -4.59075 0.124
C -4.26552 2.47976 4.76790 -0.268
H 3.49686 -5.95779 -0.30518 0.117
C 4.42457 -3.31112 -0.36843 -0.120
H 3.55709 -6.93160 -1.74291 0.108
H -8.21905 8.76550 2.98086 0.067
H -2.51553 -0.75409 3.25687 0.061
C 4.19379 -6.33573 -1.06800 -0.251
H 3.72589 -4.16610 -5.52600 -0.008
H -2.20567 0.65374 4.26442 0.069
H 3.86975 1.81573 1.55062 0.041
H 7.01764 -4.65140 -0.34026 0.074
H -2.83712 -3.43138 2.29487 0.073
C -2.24772 -4.30041 1.97166 -0.058
H -2.95802 -5.11578 1.81553 0.079
C 6.74425 -4.57346 0.72274 0.019
C -1.86961 -0.02180 -1.33041 -0.275
Br 1.13094 0.02766 -3.17344 0.967
H -1.88643 -0.52034 -2.30368 0.097
H 6.17504 -7.06246 -0.78214 0.088
N -4.39294 2.14397 3.35876 -0.190
C -4.03864 0.76718 3.06442 -0.248
H -8.37253 4.09983 3.12773 0.076
H -4.08514 2.78852 1.39600 0.109
C 2.26064 -1.49134 -3.86127 -0.490
H -1.77717 1.04800 -1.55044 0.118
H -0.67767 -4.49891 0.49315 0.111
H -4.38413 4.65424 4.68425 0.069
C 3.90521 1.31006 -0.52447 -0.288
O 6.18394 -1.58284 -3.51856 -0.243
H 7.45295 -3.84794 1.14840 0.076
H -2.10556 3.70860 3.56000 0.069
C -6.97549 6.68600 0.42040 -0.251
O 4.77976 -1.90924 -5.33071 -0.329
O -0.78610 -2.69163 -1.66768 -0.294
H -9.15162 6.88920 0.62777 0.068
H -5.78709 7.91160 3.31321 0.107
H 1.84351 -0.25592 -0.62273 0.056
O 4.88601 -5.33363 -1.79323 -0.180
N 4.70178 -1.92291 -0.66772 -0.030
H 2.01530 -3.15723 -6.27301 0.077
S 4.88192 -1.30195 -4.03313 0.769
C -7.75708 4.58699 2.36964 -0.087
C 3.64101 -1.25570 -1.47374 -0.278
H 1.49592 -3.26516 -0.17319 0.033
H 1.13649 -3.48413 -2.16469 -0.085
H -1.92051 0.72059 2.51603 0.047
C 2.43544 -1.16216 -0.47095 -0.152
H -3.75941 0.75213 -0.63072 0.075
H -4.68042 0.11966 3.67100 0.113
H -6.93815 9.96634 3.06228 0.072
I 6.39976 2.24590 0.94351 0.858
H 6.48772 -0.76744 -1.18781 0.133
H 3.41775 0.65423 -2.39623 0.041
N -6.65069 6.74873 1.83579 -0.199
C 5.17964 -7.35652 -0.42739 -0.027
H 5.19661 -7.19453 0.65366 0.072
C -4.90016 3.81035 5.14605 -0.082
C -1.56821 -3.87359 0.64941 -0.282
H 6.85601 -5.56649 1.16697 0.073
H 5.59868 -3.57561 -2.06353 0.125
C 1.27050 -3.43823 -5.51533 -0.126
H -5.44528 8.44330 1.69732 0.110
P -0.38414 -1.90670 -0.48033 0.529
H 5.05351 0.41758 -2.05870 0.094
N 3.67217 -3.47441 -2.84662 -0.425
C -7.32867 9.13483 2.47111 -0.085
H -4.84688 3.95048 6.22658 0.076
B 5.28626 -3.95492 0.84858 -0.454
H 3.41420 -3.57347 -0.02474 0.116
O 7.81573 -0.92768 0.73538 -0.057
H -7.62222 9.54335 1.50536 0.055
C 1.07483 -2.33573 -4.46099 -0.355
C -8.34267 7.21610 -0.02699 -0.082
O 6.45083 -1.14850 0.80092 -0.191
F 5.22411 0.51744 -5.88735 0.166
C -3.23135 -0.20937 -0.62195 -0.049
H -1.53046 -4.51202 2.76858 0.076
H -4.49562 4.03822 2.51048 0.088
C 4.85295 0.47555 -4.60910 -0.656
C 1.37070 -2.19256 -0.02940 -0.204
H -6.89594 5.64308 0.09979 0.098
H 4.94270 -8.37866 -0.71298 0.083
H 6.72800 -2.35798 -0.79486 0.132
O -1.28610 -2.47112 0.76145 -0.212
C -6.24901 8.05645 2.33075 -0.252
H -8.26599 4.46270 1.41220 0.066
C 4.06769 0.23492 -1.61364 -0.181
H -4.31356 0.54198 2.03014 0.092
H -8.36019 8.30353 -0.08036 0.055
H 2.92730 -0.90711 0.47306 0.119
H -8.54700 6.54019 2.77604 0.102
H 0.50475 -1.60487 -5.04869 0.086
O -0.73155 -0.35052 -0.50438 -0.229
P 4.22332 -4.53515 -4.27135 0.455
C -7.56185 6.05282 2.72692 -0.272
H 0.30662 -2.64958 -3.74662 0.057
H -5.95113 3.84432 4.85385 0.069
H 3.73434 -5.84815 -4.07223 0.011
C 3.46847 -1.96514 -2.93706 -0.275
H -3.07347 -0.47045 0.42842 0.056
H 4.32869 2.22989 -0.94633 0.080
C 4.49914 1.20819 0.89348 -0.597
H -1.75226 2.79168 2.08802 0.048
O 4.69949 -3.96128 2.07523 0.181
H 8.26716 -1.78930 0.69985 0.101
H 0.32692 -3.57026 -6.05741 0.092
H 1.53274 -4.43462 -5.14619 0.024
H -4.76963 1.70514 5.35267 0.119
H -8.56704 6.84703 -1.03039 0.072
C -2.58360 0.33706 3.29200 -0.082
H -6.80039 4.06293 2.32604 0.057
H -3.89307 -0.92415 -1.11767 0.084
H 1.26212 -2.14803 1.06974 0.117
H 4.52979 0.22402 1.36123 0.038
H 5.15482 -4.60739 2.63410 0.122
S 2.13310 -4.37334 -2.40794 0.996
H 2.59750 -1.01761 -4.78624 0.066
H -2.28798 -4.10365 -0.14106 0.116
C -2.41448 3.53777 2.52787 -0.078
H -3.21461 2.48381 5.09469 0.100
H -7.14820 6.08873 3.73931 0.112
H -6.19364 7.20011 -0.14550 0.113



[3]
23
Properties=species:S:1:pos:R:3:lowdin_charge:R:1 method="wB97M-V/def2-TZVPD" multiplicity=3 orbital_gap_ev="4.898 / 6.734" total_energy_ev=-89454.3148 e_lumo_ev="0.7 / -3.1"
O 1.41705 -0.18054 -1.10005 -0.194
Si 0.32455 -0.37409 0.04811 0.260
C 2.18621 0.90220 -1.55204 -0.118
H 0.62280 -0.24985 3.22911 0.083
H -0.07114 -3.75192 1.10346 0.130
H -2.06975 -0.28182 -1.59760 0.069
Br -2.93736 0.09029 0.72576 0.531
C 0.31722 0.67340 2.72696 -0.066
H -0.83193 2.20217 -1.80608 0.074
C -0.01379 -3.13104 0.10094 -0.158
H 2.06330 0.95997 -2.67096 0.091
C -1.67141 1.79411 -1.14803 -0.292
H 3.22939 0.53894 -1.37753 0.104
H 1.68497 1.87676 -1.18752 0.112
O 0.18579 -1.88352 0.54369 -0.163
O 0.64631 0.54046 1.31987 -0.204
C -1.60936 0.37167 -0.74729 -0.717
H 1.04874 1.53706 2.94515 0.122
H -2.66329 2.10675 -1.48070 0.066
H 0.95190 -3.54090 -0.20186 0.087
H -0.76660 -3.40031 -0.55498 0.065
H -1.32686 2.41712 -0.29081 0.065
H -0.71676 0.78310 2.97240 0.054



[4]
10
Properties=species:S:1:pos:R:3:lowdin_charge:R:1 method="wB97M-V/def2-TZVPD" orbital_gap_ev=8.773 e_above_lowest_kj_mol=435.9 total_energy_ev=-9672.9370 e_lumo_ev=0.6
H -0.44314 2.60523 -1.56376 0.081
C 0.06429 -0.32044 2.44490 0.030
H 1.30192 -0.72258 -0.86377 0.106
N -0.12718 2.20462 -0.68022 0.152
C 0.33810 -0.28695 -0.63491 -0.134
O 0.91757 0.13475 3.03739 0.061
C 0.10272 1.00017 -0.71399 -0.186
H -1.14556 -1.14250 0.59144 0.067
N -1.17605 -2.05353 -1.17464 0.057
N -0.77889 -1.23447 -0.37555 -0.234